No. 1
C40H102HfN6O20S | wB97M-V/def2-TZVPD

```
170
Properties=species:S:1:pos:R:3:lowdin_charge:R:1
Hf -0.023 0.047 -0.837 1.7905
S -2.679 1.216 -0.782 0.3737
O -2.691 2.600 -1.261 -0.3242
O -1.789 1.089 0.441 -0.3864
O -3.935 0.514 -0.574 -0.2964
O -1.796 0.503 -1.817 -0.4426
O 0.343 -1.031 -2.651 -0.3856
C 1.452 -1.935 -2.568 -0.2545
C 2.603 -1.312 -1.650 -0.2730
O 1.932 -0.634 -0.634 -0.3703
H 1.818 -2.074 -3.580 0.0913
H 1.205 -2.970 -2.229 0.0752
H 3.246 -0.641 -2.170 0.0795
H 3.326 -2.121 -1.294 0.1103
C 2.033 2.343 -1.822 -0.1262
O 0.697 1.877 -1.832 -0.3000
H 2.481 2.236 -2.806 0.0919
H 2.238 3.347 -1.475 0.0586
H 2.597 1.681 -1.197 0.0506
H 0.079 2.552 -2.545 0.0754
C -5.710 -0.695 2.092 -0.1736
O -4.380 -0.944 1.802 -0.1591
H -6.190 -0.076 1.314 0.0910
H -6.224 -1.682 2.219 0.0890
H -5.774 -0.165 3.042 0.0593
H -4.173 -0.483 0.954 0.0386
C 4.145 1.269 0.975 -0.0867
O 4.807 1.190 2.241 -0.2132
C 6.213 0.869 2.022 -0.2122
C 6.790 0.736 3.377 -0.2511
N 6.184 -0.351 4.045 -0.0619
C 6.767 -0.621 5.331 -0.2069
C 8.012 -1.570 5.312 -0.2236
O 7.645 -2.916 5.060 -0.1803
C 7.602 -3.130 3.643 -0.1080
H 4.670 2.235 0.636 0.1202
H 3.075 1.420 1.106 0.0613
H 4.339 0.436 0.374 0.0608
H 6.702 1.640 1.421 0.1211
H 6.256 -0.087 1.477 0.1268
H 6.646 1.669 3.875 0.1165
H 7.854 0.590 3.211 0.1252
H 5.195 -0.243 4.075 0.1073
H 6.025 -1.178 5.940 0.1273
H 7.119 0.265 5.883 0.1116
H 8.508 -1.627 6.309 0.1282
H 8.689 -1.155 4.514 0.1172
H 6.861 -2.547 3.031 0.0922
H 7.349 -4.132 3.485 0.0618
H 8.559 -2.971 3.265 0.0597
C 2.742 5.432 -3.411 -0.0789
O 1.315 5.184 -3.514 -0.2471
C 0.521 5.447 -2.336 -0.1578
C -0.884 4.714 -2.551 -0.1148
N -0.779 3.370 -3.191 -0.0312
C -0.664 3.334 -4.696 -0.1006
C -0.338 1.937 -5.265 -0.1820
O 1.069 1.773 -5.348 -0.1862
C 1.614 0.461 -5.178 -0.0800
H 3.058 5.305 -2.339 0.0814
H 2.846 6.509 -3.619 0.0835
H 3.346 4.733 -4.063 0.1086
H 0.300 6.519 -2.234 0.1161
H 1.059 5.047 -1.433 0.0977
H -1.570 5.352 -3.172 0.1324
H -1.493 4.598 -1.682 0.0880
H -1.675 2.929 -2.874 0.0943
H 0.142 4.024 -4.900 0.1067
H -1.554 3.671 -5.139 0.0991
H -0.745 1.951 -6.247 0.1074
H -0.827 1.167 -4.710 0.1000
H 1.007 -0.162 -4.544 0.0494
H 2.623 0.533 -4.761 0.0836
H 1.676 0.040 -6.199 0.0913
C 0.529 3.017 0.965 -0.0697
O 0.935 1.646 0.976 -0.2798
C 0.470 1.184 2.268 -0.2035
C 0.799 -0.223 2.338 -0.1510
N 0.039 -1.001 1.344 -0.0908
C -1.212 -1.553 1.766 -0.1882
C -1.714 -2.416 0.674 -0.1650
O -1.297 -1.800 -0.545 -0.3167
C -1.734 -2.639 -1.731 0.0296
H 0.810 3.438 0.088 0.0238
H 1.193 3.473 1.712 0.1142
H -0.506 3.147 1.212 0.0729
H -0.558 1.483 2.424 0.0994
H 1.085 1.815 2.999 0.1613
H 0.614 -0.580 3.334 0.1248
H 1.872 -0.379 2.256 0.1296
H 0.588 -1.791 1.058 0.0803
H -1.902 -0.770 2.024 0.0962
H -1.158 -2.127 2.674 0.1249
H -2.775 -2.549 0.656 0.1186
H -1.228 -3.379 0.832 0.1257
H -2.793 -2.675 -1.545 0.0992
H -1.138 -3.558 -1.779 0.0992
H -1.501 -2.034 -2.545 0.0360
C -1.405 5.804 2.188 -0.0900
O -1.732 4.444 2.498 -0.2063
C -3.015 4.362 3.035 -0.2388
C -3.415 2.880 3.016 -0.1745
N -2.632 2.039 3.926 -0.0397
C -3.292 0.790 4.383 -0.1609
C -2.438 0.210 5.491 -0.1879
O -1.947 -1.054 5.064 -0.2006
C -1.323 -1.781 6.059 -0.1399
H -0.476 5.862 1.611 0.0834
H -1.381 6.401 3.096 0.0823
H -2.191 6.315 1.569 0.0971
H -3.725 4.929 2.389 0.1292
H -3.123 4.810 3.999 0.1112
H -3.208 2.558 2.014 0.0903
H -4.515 2.844 3.148 0.1258
H -2.226 2.536 4.677 0.0832
H -3.362 0.155 3.539 0.0783
H -4.267 0.961 4.814 0.1083
H -2.957 -0.121 6.396 0.1161
H -1.687 0.931 5.745 0.1117
H -1.063 -2.762 5.652 0.0805
H -1.963 -1.789 6.965 0.0884
H -0.348 -1.389 6.435 0.0936
C 1.223 -5.152 4.039 -0.1463
O 1.320 -4.235 3.028 -0.1715
C 2.468 -4.535 2.275 -0.2117
C 2.445 -3.833 0.908 -0.1914
N 1.547 -4.439 -0.065 -0.0770
C 2.015 -5.421 -1.006 -0.2035
C 1.053 -6.611 -1.031 -0.2052
O 1.061 -7.246 0.257 -0.2125
C 0.007 -8.174 0.313 -0.1134
H 0.477 -4.985 4.845 0.0970
H 2.179 -5.281 4.500 0.0803
H 0.928 -6.108 3.663 0.0765
H 2.457 -5.606 2.039 0.1206
H 3.410 -4.192 2.796 0.1417
H 3.440 -3.825 0.470 0.1094
H 2.212 -2.727 0.878 0.1017
H 0.731 -4.881 0.452 0.1229
H 3.058 -5.808 -0.763 0.1463
H 1.936 -4.899 -1.955 0.0939
H 1.328 -7.355 -1.764 0.1202
H 0.031 -6.272 -1.173 0.1122
H -0.874 -7.639 0.113 0.0627
H -0.090 -8.660 1.314 0.1056
H 0.180 -8.930 -0.454 0.0883
C -2.921 -3.253 -5.285 -0.1070
O -2.689 -1.861 -5.075 -0.2026
C -3.911 -1.217 -4.863 -0.2326
C -3.619 0.314 -4.870 -0.1500
N -4.939 1.037 -4.775 -0.0301
C -4.893 1.932 -3.655 -0.2383
C -6.079 2.818 -3.596 -0.2334
O -6.164 3.520 -4.799 -0.1600
C -7.225 4.370 -4.832 -0.1632
H -3.550 -3.740 -4.504 0.0972
H -1.930 -3.685 -5.412 0.0896
H -3.459 -3.363 -6.195 0.0661
H -4.263 -1.508 -3.837 0.1344
H -4.632 -1.511 -5.578 0.0993
H -3.088 0.550 -5.844 0.1325
H -2.899 0.519 -4.111 0.0717
H -5.061 1.524 -5.633 0.0899
H -4.031 2.579 -3.816 0.1139
H -4.807 1.384 -2.739 0.0983
H -5.927 3.573 -2.817 0.1328
H -6.960 2.213 -3.355 0.1337
H -6.943 5.451 -4.714 0.0978
H -8.028 4.241 -4.103 0.0865
H -7.739 4.361 -5.781 0.0779
```

Properties
total energy: -105161.890 eV
largest force on an atom: 4.04 eV Å⁻¹



No. 2
C40H103N7O14 | wB97M-V/def2-TZVPD

```
164
Properties=species:S:1:pos:R:3:lowdin_charge:R:1
C -0.401 4.030 -6.324 -0.1284
O -1.171 3.167 -7.133 -0.2090
C -2.489 3.612 -7.604 -0.1537
C -3.516 4.078 -6.530 -0.4460
C -3.847 2.890 -5.568 -0.0498
N -4.695 4.684 -7.162 0.0343
H 0.664 3.898 -6.513 0.0787
H -0.552 3.909 -5.252 0.0851
H -0.472 5.033 -6.745 0.0847
H -2.252 4.261 -8.448 0.1170
H -3.015 2.782 -8.076 0.1190
H -3.125 4.878 -5.903 0.1175
H -4.602 2.316 -6.107 0.0746
H -4.425 3.128 -4.675 0.0663
H -3.021 2.226 -5.313 0.0786
H -4.508 5.646 -7.406 0.0714
H -5.188 4.661 -6.281 0.0591
C -4.842 9.034 -2.864 -0.1149
O -5.460 10.330 -2.777 -0.1952
C -4.676 11.507 -3.024 -0.1583
C -5.662 12.694 -3.152 -0.4704
C -5.029 13.937 -3.656 -0.0978
N -6.222 13.122 -1.900 0.0291
H -4.035 8.777 -2.178 0.0783
H -4.432 8.703 -3.818 0.0729
H -5.588 8.251 -2.724 0.0789
H -4.005 11.552 -2.166 0.1299
H -4.126 11.413 -3.961 0.1186
H -6.503 12.532 -3.827 0.1382
H -4.353 14.295 -2.879 0.0893
H -5.722 14.737 -3.917 0.0822
H -4.453 13.749 -4.562 0.0788
H -6.633 14.017 -2.126 0.0651
H -6.946 12.468 -1.639 0.0751
C 3.045 -12.320 1.205 -0.1067
O 2.132 -12.106 2.281 -0.2075
C 2.417 -12.697 3.581 -0.1759
C 3.742 -12.164 4.136 -0.2243
N 3.600 -10.719 4.280 -0.0499
C 4.746 -9.968 3.633 -0.2010
C 4.301 -8.567 3.282 -0.1679
O 3.255 -8.467 2.167 -0.1822
C 2.558 -7.253 2.175 -0.1504
H 2.450 -12.250 0.294 0.0872
H 3.429 -13.339 1.245 0.0847
H 3.913 -11.677 1.058 0.0725
H 2.461 -13.780 3.474 0.1129
H 1.545 -12.482 4.199 0.1248
H 4.539 -12.338 3.413 0.0970
H 4.078 -12.636 5.059 0.1122
H 2.811 -10.553 3.672 0.0754
H 4.967 -10.371 2.645 0.0963
H 5.569 -10.051 4.343 0.1253
H 5.165 -7.957 3.021 0.1136
H 4.087 -8.244 4.301 0.1155
H 1.842 -7.164 1.358 0.0850
H 3.097 -6.307 2.244 0.0805
H 1.940 -7.304 3.071 0.0828
C 1.052 -0.180 0.118 -0.0763
O -0.098 0.679 0.392 -0.2168
C -0.778 1.237 -0.745 -0.2227
C -2.113 1.947 -0.460 -0.1806
N -1.885 3.298 0.113 -0.0482
C -3.124 4.026 0.160 -0.2331
C -4.178 3.454 1.037 -0.2365
O -3.616 2.835 2.193 -0.2108
C -4.501 2.083 3.037 -0.0975
H 1.340 -0.646 1.060 0.0825
H 1.887 0.303 -0.390 0.0813
H 0.631 -0.965 -0.510 0.0760
H -1.016 0.516 -1.527 0.1064
H 0.012 1.865 -1.156 0.1169
H -2.670 1.282 0.202 0.1181
H -2.571 2.023 -1.446 0.1167
H -1.542 3.170 1.055 0.1053
H -3.527 4.081 -0.852 0.1212
H -2.842 4.950 0.663 0.1207
H -4.724 2.613 0.609 0.1087
H -4.878 4.224 1.362 0.1231
H -5.403 2.370 3.576 0.0802
H -3.932 1.725 3.896 0.0841
H -4.774 1.260 2.376 0.0811
C 8.069 -5.575 -1.211 -0.1279
O 7.562 -5.968 -2.480 -0.1862
C 6.376 -6.848 -2.385 -0.1367
C 5.835 -7.216 -3.937 -0.1624
N 5.492 -5.955 -4.557 -0.0908
C 4.235 -5.447 -4.034 -0.2271
C 4.041 -4.069 -4.548 -0.2607
O 2.773 -3.491 -4.329 -0.1571
C 2.674 -2.177 -4.879 -0.1200
H 9.047 -5.113 -1.342 0.0842
H 8.344 -6.534 -0.774 0.0768
H 7.499 -5.010 -0.473 0.0809
H 5.545 -6.505 -1.768 0.0873
H 6.460 -7.747 -1.774 0.0972
H 5.090 -7.995 -4.096 0.0984
H 6.566 -7.705 -4.581 0.1020
H 5.367 -5.917 -5.558 0.1108
H 4.159 -5.480 -2.947 0.1170
H 3.444 -6.044 -4.487 0.1221
H 4.235 -4.077 -5.621 0.1177
H 4.872 -3.451 -4.208 0.1285
H 3.346 -1.390 -4.537 0.0826
H 1.736 -1.675 -4.644 0.0797
H 2.704 -2.141 -5.968 0.0836
C -2.694 -5.046 -4.288 -0.1508
O -3.541 -3.988 -4.259 -0.2058
C -3.952 -3.300 -3.077 -0.1599
C -5.215 -2.388 -3.408 -0.2100
N -5.713 -1.573 -2.321 -0.0518
C -6.950 -1.138 -2.864 -0.2618
C -7.765 -0.379 -1.816 -0.2656
O -8.845 0.248 -2.402 -0.1745
C -9.293 1.317 -1.587 -0.1004
H -1.912 -4.979 -3.532 0.0884
H -2.202 -5.078 -5.260 0.0883
H -3.277 -5.964 -4.213 0.0856
H -3.101 -2.705 -2.745 0.1144
H -4.180 -4.011 -2.282 0.1134
H -6.028 -3.021 -3.766 0.1053
H -4.990 -1.774 -4.280 0.1214
H -5.844 -2.224 -1.559 0.1144
H -7.595 -1.850 -3.380 0.1214
H -6.749 -0.359 -3.600 0.1287
H -7.031 0.392 -1.581 0.1150
H -7.966 -0.974 -0.925 0.1269
H -8.595 2.154 -1.605 0.0889
H -9.334 0.907 -0.578 0.0803
H -10.330 1.582 -1.795 0.0892
C 4.818 3.283 11.755 -0.1517
O 4.030 2.491 10.956 -0.2132
C 3.680 2.956 9.611 -0.1749
C 2.891 4.244 9.569 -0.1965
N 1.856 4.359 8.497 -0.0620
C 1.469 5.748 8.351 -0.2389
C 0.597 5.915 7.099 -0.1944
O 1.487 5.645 5.971 -0.1896
C 0.740 5.662 4.780 -0.1321
H 4.821 2.680 12.663 0.0908
H 4.666 4.348 11.929 0.0896
H 5.790 3.018 11.339 0.0852
H 3.291 2.041 9.163 0.1215
H 4.591 2.922 9.015 0.1134
H 3.605 5.027 9.315 0.1036
H 2.480 4.608 10.510 0.1230
H 2.301 4.086 7.633 0.0995
H 2.287 6.469 8.369 0.1151
H 0.843 5.943 9.222 0.1183
H 0.171 6.919 7.085 0.1166
H -0.259 5.244 7.170 0.1199
H 0.024 6.467 4.610 0.0844
H 0.088 4.789 4.821 0.0820
H 1.436 5.529 3.952 0.0905
O 6.058 -0.888 4.036 -0.0721
C 6.607 -1.480 2.827 -0.2136
C 7.034 -0.385 1.939 -0.3076
O 6.043 0.557 1.693 -0.0562
H 6.663 -0.268 4.450 0.0896
H 7.593 -1.835 3.127 0.1139
H 6.056 -2.280 2.332 0.1295
H 7.437 -0.629 0.956 0.1270
H 7.855 0.179 2.381 0.1132
H 5.444 0.559 2.443 0.0760
```

Properties
ΔE to the lowest compared entry with this formula, charge and spin: 8.1281 eV
SMILES string: COC[C@H](C)N.COC[C@H](C)N.COCCNCCOC.COCCNCCOC.COCCNCCOC.COCCNCCOC.COCCNCCOC.OCCO
largest force on an atom: 3.78 eV Å⁻¹